# 1
{
  "formula": "C4H6ClNO2",
  "method": "ωB97M-V/def2-TZVPD",
  "elements": ["C", "C", "C", "C", "H", "H", "H", "H", "H", "H", "N", "O", "O", "Cl"],
  "coordinates": [[0.63, -0.05, -0.07], [1.85, 0.17, -0.92], [-1.62, 0.98, -0.13], [-2.40, 0.64, 0.98], [1.04, -2.75, 1.32], [2.85, -0.23, -0.49], [1.88, 1.32, -1.05], [-1.93, 1.61, -1.10], [-2.13, -0.19, 1.80], [-3.47, 1.08, 0.83], [0.48, -0.96, 0.73], [1.58, -1.65, 1.06], [-0.36, 0.66, -0.53], [1.59, -0.62, -2.42]],
  "lowdin_charge": [-0.5331, -0.5496, -0.2049, -0.0047, 0.2815, 0.1060, 0.1182, 0.1606, 0.0925, 0.0731, -0.0073, -0.1249, -0.0535, 0.6463]
}

=====

# 2
{
  "formula": "C29H19BrCl7N4O5SW",
  "method": "ωB97M-V/def2-TZVPD",
  "elements": ["W", "O", "C", "C", "C", "C", "C", "C", "C", "O", "N", "N", "C", "C", "C", "C", "C", "C", "C", "O", "H", "H", "H", "H", "H", "H", "H", "H", "H", "H", "Cl", "C", "Cl", "C", "O", "O", "H", "N", "C", "N", "S", "H", "H", "H", "H", "Cl", "C", "C", "C", "Cl", "C", "Cl", "C", "Cl", "C", "Cl", "Br", "C", "C", "C", "C", "C", "C", "H", "H", "H", "H"],
  "coordinates": [[-0.24, -0.09, -0.63], [3.98, -1.10, -1.82], [4.24, 0.10, -2.38], [5.42, 0.19, -3.13], [5.78, 1.37, -3.73], [4.98, 2.51, -3.61], [3.82, 2.43, -2.86], [3.44, 1.24, -2.23], [2.21, 1.23, -1.43], [1.72, 0.05, -1.04], [1.64, 2.32, -1.05], [0.57, 1.97, -0.25], [0.28, 2.78, 0.70], [-0.58, 2.43, 1.80], [-1.00, 3.41, 2.71], [-1.73, 3.07, 3.82], [-2.03, 1.72, 4.07], [-1.61, 0.73, 3.20], [-0.90, 1.09, 2.07], [-0.52, 0.14, 1.20], [3.08, -1.10, -1.46], [6.02, -0.71, -3.23], [6.69, 1.41, -4.31], [5.25, 3.43, -4.09], [3.18, 3.29, -2.75], [0.81, 3.73, 0.72], [-0.75, 4.45, 2.51], [-2.07, 3.83, 4.51], [-2.60, 1.45, 4.94], [-1.87, -0.31, 3.35], [-3.50, -1.25, -1.75], [-1.75, -1.11, -1.95], [-1.93, -4.62, -1.79], [-1.38, -0.11, -3.01], [-1.87, 0.18, -4.05], [-0.26, 0.51, -2.50], [-1.43, -2.13, -2.17], [-4.27, -3.95, 0.08], [-4.28, -3.00, 1.00], [-5.49, -2.39, 1.23], [-2.94, -2.54, 1.90], [-5.12, -4.15, -0.43], [-3.40, -4.29, -0.38], [-6.14, -2.34, 0.46], [-5.44, -1.58, 1.81], [0.36, -2.14, 2.48], [0.47, -2.92, 0.92], [0.40, -2.22, -0.30], [0.85, -2.96, -1.41], [1.00, -2.21, -2.97], [1.21, -4.30, -1.35], [1.73, -5.14, -2.76], [1.11, -4.98, -0.15], [1.44, -6.67, -0.08], [0.76, -4.28, 0.99], [0.70, -5.13, 2.49], [-5.71, 4.09, -0.17], [-4.24, 2.90, -0.36], [-4.17, 1.78, 0.43], [-3.08, 0.92, 0.30], [-2.05, 1.18, -0.60], [-2.17, 2.31, -1.41], [-3.26, 3.18, -1.30], [-4.95, 1.56, 1.15], [-3.06, 0.02, 0.91], [-1.41, 2.54, -2.15], [-3.33, 4.05, -1.94]],
  "lowdin_charge": [1.8825, 0.0702, -0.2509, -0.0096, -0.0832, -0.0947, -0.0283, -0.0721, -0.3706, -0.2357, 0.1240, -0.0773, -0.0202, -0.1326, -0.0227, -0.0742, -0.0491, -0.0091, -0.3045, -0.3147, 0.0608, 0.1189, 0.1016, 0.0963, 0.1100, 0.1436, 0.1163, 0.1021, 0.1100, 0.0693, 0.6944, -0.6560, -0.1690, -0.7079, 0.1294, -0.2604, -0.0471, 0.0581, -1.0033, 0.0586, 0.5855, 0.0993, -0.0999, 0.0875, 0.0630, 0.6810, -0.6623, -0.2584, -0.7123, 0.7867, -0.7743, 0.6743, -0.7343, 0.6774, -0.7083, 0.6614, 0.6923, -0.6915, -0.1226, -0.1647, -0.2724, -0.0923, -0.1187, 0.1001, 0.0447, 0.1076, 0.0985],
  "total_charge": -1
}

=====

Number 1: LUMO energy 0.300 eV. Number 2: LUMO energy 0.964 eV.